No. 1
A structure of composition C36H31BrFN5O4STeTi in a non-equilibrium geometry, computed with wB97M-V/def2-TZVPD.

Values from the calculation:
max |F|	1.135	eV Å⁻¹
energy	-6154.79301	a.u.
<S²>	2.06
E_LUMO (alpha / beta)	-0.0588 / -0.0590	hartree
energy relative to the best compared isomer or geometry (same formula, charge and spin)	0.000	eV

ORCA input file:
```
! RIJCOSX wB97M-V def2-TZVPD def2/J DEFGRID3
* xyz 0 3
Ti 2.54 0.31 -0.60
Br 4.26 3.66 5.76
C 3.81 2.53 4.30
C 4.13 1.17 4.38
C 3.79 0.36 3.31
C 3.17 0.88 2.18
O 2.88 0.06 1.15
C 2.86 2.26 2.09
C 2.29 2.89 0.94
N 2.13 2.28 -0.27
C 1.71 2.97 -1.39
C 1.26 4.27 -1.43
C 0.90 4.88 -2.65
C 0.97 4.21 -3.84
C 1.41 2.86 -3.85
C 1.50 2.07 -5.02
C 1.94 0.79 -4.95
C 2.31 0.26 -3.70
N 2.24 0.97 -2.60
C 1.79 2.25 -2.64
C 3.18 3.06 3.20
H 4.64 0.77 5.24
H 4.00 -0.70 3.33
H 2.06 3.94 1.03
H 1.18 4.84 -0.52
H 0.56 5.91 -2.64
H 0.71 4.69 -4.77
H 1.19 2.51 -5.96
H 2.01 0.17 -5.83
H 2.68 -0.75 -3.60
H 2.96 4.12 3.17
C -2.71 -5.10 -0.73
C -1.89 -4.74 0.50
N -1.22 -3.46 0.36
C 0.09 -3.44 -0.03
C 0.77 -2.31 -0.30
C 2.23 -2.49 -0.66
O 2.78 -3.55 -0.47
O 2.81 -1.43 -1.20
C 0.09 -1.04 -0.17
O 0.63 0.11 -0.49
C -1.22 -1.04 0.34
C -1.88 0.18 0.60
C -3.17 0.16 1.08
F -3.77 1.35 1.39
C -3.88 -1.01 1.28
C -3.22 -2.24 1.02
C -1.91 -2.27 0.59
N -5.23 -1.06 1.77
C -5.33 -1.38 3.18
C -6.72 -1.88 3.49
N -7.70 -0.80 3.09
C -7.55 -0.45 1.63
C -6.13 0.01 1.40
H -3.21 -6.06 -0.59
H -2.07 -5.17 -1.61
H -3.47 -4.34 -0.93
H -1.12 -5.49 0.67
H -2.52 -4.72 1.39
H 0.59 -4.40 -0.09
H -1.37 1.11 0.43
H -3.80 -3.15 1.13
H -5.09 -0.51 3.82
H -4.61 -2.17 3.42
H -6.87 -2.10 4.54
H -6.96 -2.76 2.89
H -7.49 0.04 3.64
H -8.66 -1.08 3.31
H -8.28 0.33 1.39
H -7.77 -1.35 1.06
H -5.96 0.93 1.97
H -5.99 0.25 0.35
Te 5.09 1.50 -0.72
C 6.34 1.12 -2.35
C 7.57 0.52 -2.33
C 8.24 0.54 -3.59
C 7.50 1.16 -4.56
S 6.01 1.71 -3.92
H 7.98 0.06 -1.43
H 9.22 0.12 -3.77
H 7.75 1.32 -5.59
*
```

Atom charges from the Mulliken analysis, given in e for atoms 1 to 6: -0.70, -0.23, -0.05, -0.51, -0.72, -0.10

***

No. 2
A cluster of 2 separate species, CH2N2P2 in total in a non-equilibrium geometry, computed with wB97M-V/def2-TZVPD.

Values from the calculation:
max |F|	2.623	eV Å⁻¹
energy	-831.43699	a.u.
E_LUMO	-0.0046	hartree
energy relative to the best compared isomer or geometry (same formula, charge and spin)	2.404	eV
SMILES string	N#CP.N#P

ORCA input file:
```
! RIJCOSX wB97M-V def2-TZVPD def2/J DEFGRID3
* xyz 0 1
N -1.52 -2.47 0.15
C -0.62 -1.81 -0.09
P 0.55 -0.49 -0.42
H -0.15 0.31 0.37
H -0.40 0.14 -1.43
N -2.34 1.04 -0.77
P -3.13 0.16 0.08
*
```

Atom charges from the Mulliken analysis, given in e for atoms 1 to 6: -0.42, 0.33, -0.11, 0.06, 0.16, -0.33

***

No. 3
A structure of composition C5H6O3 in a non-equilibrium geometry, computed with wB97M-V/def2-TZVPD.

Values from the calculation:
max |F|	4.281	eV Å⁻¹
energy	-419.72367	a.u.
E_LUMO	0.0250	hartree
energy relative to the best compared isomer or geometry (same formula, charge and spin)	3.149	eV

ORCA input file:
```
! RIJCOSX wB97M-V def2-TZVPD def2/J DEFGRID3
* xyz 0 1
C -1.02 0.41 -0.99
C -1.05 0.35 0.55
C -0.50 -0.96 0.97
C 1.45 -0.22 -0.32
C 0.49 0.93 -0.66
H -1.91 0.67 1.00
H -0.65 -1.16 1.96
H -1.10 -1.72 0.47
H 2.44 0.19 -0.12
H 1.55 -0.82 -1.33
H 1.11 1.79 -1.06
O -1.84 0.38 -1.85
O 0.87 -1.07 0.72
O 0.15 1.25 0.66
*
```

Atom charges from the Mulliken analysis, given in e for atoms 1 to 6: 0.23, 0.04, -0.60, -0.48, -0.03, 0.53

***

No. 4
A cluster of 2 separate species, C3H6NO2 in total in a non-equilibrium geometry, computed with wB97M-V/def2-TZVPD.

Values from the calculation:
max |F|	1.579	eV Å⁻¹
energy	-323.16087	a.u.
E_LUMO	0.1639	hartree
energy relative to the best compared isomer or geometry (same formula, charge and spin)	1.562	eV

ORCA input file:
```
! RIJCOSX wB97M-V def2-TZVPD def2/J DEFGRID3
* xyz -1 1
O 1.22 -1.07 -0.30
C 1.79 -1.08 0.83
O 1.55 -0.33 1.81
H 2.50 -1.93 0.96
C -0.76 0.58 -1.41
C -1.14 0.58 0.86
N -1.62 0.91 -0.28
H -0.93 -0.46 -1.73
H 0.33 0.56 -1.16
H -1.05 1.21 -2.26
H -1.83 0.68 1.69
H -0.07 0.35 1.00
*
```

Atom charges from the Mulliken analysis, given in e for atoms 1 to 6: -0.65, 0.00, -0.74, 0.39, -0.57, 0.04

***

No. 5
A cluster of 9 separate species, C32H62Cl16IN4O3S2 in total in a non-equilibrium geometry, computed with wB97M-V/def2-TZVPD.

Values from the calculation:
max |F|	4.742	eV Å⁻¹
energy	-10158.07168	a.u.
E_LUMO	-0.0986	hartree

ORCA input file:
```
! RIJCOSX wB97M-V def2-TZVPD def2/J DEFGRID3
* xyz 1 1
C -1.30 -2.49 1.26
C -1.47 -1.02 0.74
C -0.38 -0.01 1.26
N -2.44 -0.64 -0.07
C -1.96 -0.38 -1.37
C -1.49 0.87 -1.91
C -1.52 2.16 -1.04
C -3.00 2.78 -1.16
C -3.03 4.25 -1.72
N -2.50 4.28 -3.11
N -1.03 0.75 -3.24
C -0.47 1.86 -4.02
C 0.83 1.50 -4.82
C 2.10 1.25 -3.92
C 2.73 2.67 -3.54
S 4.28 2.97 -4.47
O 3.94 3.25 -5.86
O 4.95 4.11 -3.87
O 5.19 1.60 -4.44
C -1.27 -0.57 -3.55
S -0.96 -1.35 -5.13
N -1.81 -1.23 -2.49
C -2.21 -2.67 -2.49
C -3.78 -2.65 -2.80
C -4.29 -3.94 -3.52
I -3.32 -4.34 -5.43
H -1.11 -2.39 2.37
H -0.33 -2.86 0.83
H -2.17 -3.14 1.04
H -0.94 0.87 1.67
H 0.24 0.39 0.41
H 0.28 -0.44 2.05
H -0.74 2.90 -1.34
H -1.38 1.95 0.04
H -3.55 2.69 -0.19
H -3.60 2.15 -1.88
H -4.11 4.56 -1.81
H -2.53 5.00 -1.05
H -1.49 4.29 -3.10
H -2.85 3.48 -3.63
H -0.18 2.65 -3.28
H -1.26 2.34 -4.66
H 0.73 0.67 -5.55
H 1.07 2.41 -5.44
H 1.90 0.64 -3.01
H 2.83 0.68 -4.55
H 2.88 2.76 -2.44
H 2.02 3.48 -3.84
H 4.94 1.07 -3.65
H 0.10 -2.22 -4.99
H -1.99 -3.12 -1.49
H -1.63 -3.23 -3.25
H -4.05 -1.74 -3.39
H -4.33 -2.55 -1.83
H -4.31 -4.85 -2.86
H -5.37 -3.75 -3.78
Cl 0.03 -3.61 4.62
C 1.55 -2.77 4.23
C 1.72 -1.51 5.04
Cl 0.55 -0.25 4.58
H 1.55 -2.56 3.16
H 2.36 -3.47 4.44
H 2.71 -1.10 4.88
H 1.61 -1.70 6.11
Cl -2.17 -5.66 0.36
C -3.78 -6.08 0.98
C -4.87 -5.54 0.11
Cl -4.96 -3.76 0.21
H -3.87 -5.71 2.00
H -3.83 -7.17 1.02
H -5.84 -5.92 0.43
H -4.73 -5.82 -0.94
Cl -3.58 6.75 0.46
C -3.04 6.94 2.15
C -1.54 6.77 2.28
Cl -1.03 5.09 1.97
H -3.58 6.21 2.76
H -3.33 7.94 2.47
H -1.23 7.02 3.29
H -1.00 7.42 1.58
Cl 0.89 0.30 -8.10
C 2.05 1.55 -8.65
C 1.38 2.89 -8.86
Cl 0.27 2.88 -10.25
H 2.52 1.19 -9.56
H 2.81 1.64 -7.87
H 2.14 3.65 -9.06
H 0.82 3.20 -7.98
Cl -2.29 -8.27 7.31
C -1.13 -8.26 5.96
C -1.21 -7.00 5.14
Cl -2.73 -6.90 4.22
H -1.31 -9.15 5.36
H -0.13 -8.35 6.40
H -0.40 -6.97 4.41
H -1.13 -6.11 5.77
Cl 1.54 3.33 2.96
C 3.09 4.13 2.59
C 3.35 5.31 3.49
Cl 2.23 6.66 3.16
H 3.07 4.42 1.54
H 3.87 3.38 2.73
H 4.36 5.69 3.32
H 3.25 5.05 4.54
Cl 5.98 3.98 6.52
C 5.07 4.20 8.03
C 3.60 3.90 7.86
Cl 2.79 5.12 6.85
H 5.24 5.21 8.39
H 5.50 3.51 8.76
H 3.10 3.91 8.83
H 3.44 2.92 7.40
Cl 1.91 -6.42 3.47
C 3.08 -6.42 2.12
C 3.01 -5.15 1.30
Cl 1.49 -5.02 0.38
H 2.89 -7.30 1.52
H 4.07 -6.51 2.56
H 3.82 -5.13 0.58
H 3.09 -4.26 1.93
*
```

Atom charges from the Mulliken analysis, given in e for atoms 1 to 6: -0.35, 0.91, -0.48, -0.43, -0.17, 0.00

***

No. 6
A structure of composition C9H26Hg2O9 in a non-equilibrium geometry, computed with wB97M-V/def2-TZVPD.

Values from the calculation:
max |F|	2.058	eV Å⁻¹
energy	-1341.75787	a.u.
E_LUMO	-0.3568	hartree
energy relative to the best compared isomer or geometry (same formula, charge and spin)	0.931	eV

ORCA input file:
```
! RIJCOSX wB97M-V def2-TZVPD def2/J DEFGRID3
* xyz 2 1
Hg -1.60 2.83 -1.15
Hg -2.74 -0.32 0.78
C 1.70 0.07 -0.48
C 0.32 0.62 -0.31
O 0.24 1.88 -0.50
O -0.60 -0.13 0.06
H 1.78 -1.00 -0.67
H 2.36 0.29 0.36
H 2.16 0.51 -1.37
C -3.96 0.24 -3.42
C -2.98 0.86 -2.48
O -3.07 0.62 -1.23
O -2.17 1.73 -2.92
H -4.43 1.01 -4.02
H -4.77 -0.27 -2.90
H -3.43 -0.50 -4.03
C -1.46 -3.14 -0.24
O -2.77 -2.55 0.08
H -0.68 -2.66 0.35
H -1.46 -4.20 -0.04
H -1.27 -2.96 -1.29
H -3.35 -3.31 0.25
C 1.07 1.09 -4.23
O 1.70 2.34 -4.34
H 0.28 0.96 -4.98
H 1.76 0.25 -4.41
H 0.58 0.94 -3.27
H 1.87 2.50 -5.27
C -0.81 -0.92 3.38
O -2.16 -1.01 2.82
H -0.19 -0.28 2.76
H -0.84 -0.45 4.36
H -0.47 -1.95 3.46
H -2.84 -1.24 3.46
C 2.24 2.94 2.37
O 2.94 2.75 1.14
H 1.17 3.13 2.20
H 2.34 2.08 3.03
H 2.67 3.79 2.90
H 2.25 2.67 0.48
C 3.01 -1.40 2.87
O 3.72 -2.29 3.70
H 1.92 -1.44 3.09
H 3.14 -0.35 3.17
H 3.21 -1.66 1.84
H 3.58 -2.06 4.62
*
```

Atom charges from the Mulliken analysis, given in e for atoms 1 to 6: 1.40, 1.73, -1.08, 0.62, -0.93, -0.47